223
Properties=species:S:1:pos:R:3 method="wB97M-V/def2-TZVPD" homo_ev=-8.491 e_tot_ev=-131418.508 orbital_gap_ev=8.864 lumo_ha=0.01369
N 0.04 -0.45 0.22
H -0.32 -0.05 -0.64
H 0.34 0.33 0.79
H 0.87 -0.99 0.02
H -0.68 -0.95 0.72
C 1.84 -4.40 4.73
F 2.48 -3.27 4.83
F 2.67 -5.41 4.35
F 1.26 -4.69 5.90
S 0.47 -4.13 3.32
O -0.37 -5.32 3.45
O -0.26 -2.88 3.67
O 1.09 -4.16 2.03
C -1.46 1.26 -2.59
C -0.03 1.24 -3.13
O 0.61 0.01 -2.80
O -1.51 1.15 -1.20
H -2.14 0.52 -3.01
H -1.89 2.20 -2.94
H 0.50 2.09 -2.71
H -0.03 1.40 -4.21
H 0.42 -0.65 -3.47
H -1.74 2.02 -0.84
C -4.08 -0.14 -5.33
C -3.23 -1.38 -4.96
O -4.06 -2.49 -4.87
O -3.36 1.02 -5.40
H -4.98 -0.12 -4.72
H -4.36 -0.30 -6.37
H -2.76 -1.24 -3.99
H -2.52 -1.51 -5.77
H -4.65 -2.51 -5.63
H -3.91 1.80 -5.33
C 0.54 -2.33 -5.49
C 1.93 -2.12 -4.95
O 2.73 -1.24 -5.72
O -0.21 -1.23 -5.17
H 0.16 -3.20 -4.94
H 0.50 -2.60 -6.54
H 2.38 -3.09 -5.18
H 1.93 -1.92 -3.88
H 3.44 -0.89 -5.17
H -0.14 -0.61 -5.91
C 4.79 -6.43 -3.19
C 3.49 -5.61 -3.39
O 3.37 -4.53 -2.50
O 4.70 -7.34 -2.14
H 5.69 -5.84 -3.02
H 4.96 -7.12 -4.02
H 2.60 -6.22 -3.28
H 3.44 -5.16 -4.38
H 2.88 -4.92 -1.78
H 5.59 -7.49 -1.84
C -5.57 3.55 0.11
C -5.09 3.15 -1.29
C -6.14 2.20 -2.08
O -6.48 1.05 -1.37
C -5.47 0.07 -1.57
N -4.89 4.28 -2.13
H -5.03 4.40 0.52
H -5.50 2.77 0.86
H -6.63 3.80 0.13
H -4.14 2.62 -1.16
H -5.89 1.93 -3.10
H -7.11 2.69 -2.18
H -5.65 -0.75 -0.87
H -4.42 0.37 -1.50
H -5.50 -0.40 -2.56
H -5.79 4.69 -2.32
H -4.35 5.02 -1.71
C 2.73 -6.77 1.10
C 1.81 -6.74 -0.18
C 0.37 -7.37 0.11
O -0.53 -7.30 -1.00
C -0.16 -8.07 -2.10
N 1.77 -5.33 -0.41
H 3.71 -6.36 0.89
H 2.83 -7.81 1.40
H 2.26 -6.25 1.93
H 2.35 -7.20 -1.01
H -0.08 -6.80 0.92
H 0.47 -8.43 0.37
H 0.81 -7.76 -2.51
H -0.77 -7.86 -2.97
H -0.31 -9.14 -1.96
H 1.49 -4.98 0.50
H 0.96 -5.23 -1.00
C -3.52 2.96 3.63
C -2.57 4.10 3.81
C -2.42 4.69 5.22
O -1.67 5.88 4.95
C -1.16 6.49 6.16
N -1.32 3.65 3.21
H -3.61 2.77 2.56
H -4.53 3.20 3.98
H -3.20 2.04 4.12
H -2.98 4.89 3.18
H -1.96 3.94 5.86
H -3.38 5.01 5.64
H -0.44 7.28 5.94
H -0.77 5.62 6.68
H -1.91 7.02 6.76
H -0.62 4.33 3.44
H -1.03 2.77 3.63
C -3.78 -0.42 1.48
C -2.66 -0.71 2.50
C -3.30 -1.27 3.81
O -4.34 -0.42 4.21
C -5.04 -0.92 5.34
N -1.81 -1.70 1.87
H -4.34 -1.27 1.10
H -3.36 0.22 0.70
H -4.50 0.21 2.00
H -2.17 0.21 2.80
H -2.51 -1.37 4.55
H -3.74 -2.24 3.57
H -5.25 -1.99 5.26
H -6.06 -0.54 5.36
H -4.49 -0.83 6.28
H -2.27 -2.54 1.55
H -1.15 -2.00 2.57
C 2.46 2.14 2.94
C 1.41 1.06 2.60
C 0.56 0.53 3.76
O -0.23 1.53 4.48
C -0.67 1.11 5.74
N 0.62 1.71 1.52
H 1.97 3.06 3.25
H 3.11 2.48 2.13
H 3.08 1.82 3.77
H 1.84 0.23 2.04
H 1.20 0.02 4.48
H -0.06 -0.28 3.36
H -0.96 0.06 5.84
H -1.54 1.71 6.02
H 0.08 1.17 6.53
H -0.09 2.23 2.01
H 1.20 2.42 1.09
C 1.53 6.08 2.79
C 3.00 5.94 2.40
C 3.20 5.58 0.94
O 2.37 4.39 0.54
C 2.79 3.92 -0.76
N 3.59 7.18 2.76
H 0.90 5.22 2.59
H 1.09 6.91 2.24
H 1.42 6.32 3.85
H 3.30 5.12 3.05
H 4.25 5.38 0.70
H 3.04 6.44 0.28
H 3.82 3.60 -0.62
H 2.60 4.67 -1.52
H 2.23 2.99 -0.88
H 3.07 7.88 2.26
H 4.52 7.30 2.39
C 4.24 -3.17 1.03
C 3.44 -1.89 0.61
C 3.92 -1.16 -0.63
O 5.35 -0.81 -0.41
C 5.47 0.44 0.24
N 2.06 -2.27 0.29
H 5.29 -2.93 1.21
H 4.26 -4.01 0.33
H 3.92 -3.69 1.93
H 3.52 -1.19 1.44
H 3.28 -0.31 -0.86
H 3.75 -1.78 -1.51
H 4.71 0.63 1.00
H 5.13 1.11 -0.54
H 6.44 0.83 0.56
H 1.74 -2.74 1.12
H 2.04 -2.98 -0.42
C -1.01 4.95 -1.51
C -1.39 4.82 0.00
C -1.96 6.03 0.74
O -3.19 6.39 0.11
C -4.07 7.12 0.94
N -2.15 3.63 0.28
H -0.38 5.80 -1.80
H -1.92 5.08 -2.09
H -0.45 4.12 -1.93
H -0.43 4.69 0.50
H -1.32 6.91 0.65
H -2.00 5.83 1.81
H -3.76 8.14 1.18
H -4.25 6.48 1.81
H -5.03 7.28 0.45
H -3.11 3.81 0.01
H -2.17 3.58 1.29
C -2.13 -2.71 -1.33
C -1.35 -3.79 -0.63
C -2.29 -4.78 0.17
O -2.93 -4.16 1.26
C -3.84 -5.01 1.97
N -0.69 -4.57 -1.67
H -2.76 -2.08 -0.71
H -2.83 -3.16 -2.04
H -1.47 -2.07 -1.92
H -0.60 -3.32 0.00
H -1.72 -5.62 0.58
H -2.95 -5.32 -0.51
H -3.23 -5.81 2.39
H -4.61 -5.49 1.36
H -4.18 -4.56 2.90
H -0.75 -5.52 -1.34
H -1.19 -4.47 -2.54
C 3.78 1.77 -3.96
C 5.01 0.95 -4.40
C 6.37 1.39 -3.93
O 7.37 0.60 -4.56
C 8.69 0.71 -4.06
N 4.71 -0.42 -3.93
H 4.05 2.83 -4.08
H 3.41 1.54 -2.97
H 2.93 1.56 -4.60
H 5.01 0.96 -5.49
H 6.38 1.33 -2.84
H 6.52 2.46 -4.03
H 8.74 0.61 -2.98
H 9.04 1.73 -4.24
H 9.30 -0.15 -4.35
H 5.57 -0.89 -4.19
H 4.74 -0.40 -2.92